Entry 1:
The following is a quantum chemistry calculation of one molecule with the formula C5H10O2, from the OMol25 dataset.

The calculation puts the HOMO energy at -0.326 Eh. For the total energy, the calculation gives -9438.5406 eV. As for the net charge: 0. For the LUMO energy, the calculation gives -0.02271 hartree. For the relative energy (zero: lowest compared OMol25 entry of this formula, charge and spin), the calculation gives 434.4 kJ/mol. As for the gap between HOMO and LUMO: 8.263 eV.

Each line ends with the Mulliken charge.
Geometry (Å):
C -2.31935 -0.50519 0.25251  -1.31
C -1.08258 0.29369 -0.20133  0.84
O -0.84566 1.42288 0.43596  -0.82
C 0.11293 -0.50263 -0.51018  -0.43
C 1.39534 0.20448 -0.86660  -0.58
C 2.06421 0.20020 0.51776  -0.38
O 0.97102 -0.05042 1.41614  -0.58
H -3.19721 0.14946 0.21528  0.34
H -2.50291 -1.38881 -0.37546  0.35
H -2.17041 -0.82378 1.29113  0.28
H -1.21987 0.39996 -1.36681  0.17
H 0.29231 0.73069 1.26837  0.47
H 0.02898 -1.58234 -0.68331  0.43
H 1.97100 -0.30552 -1.64877  0.41
H 1.14352 1.22519 -1.17978  0.23
H 2.58918 1.13694 0.75756  0.29
H 2.76902 -0.63416 0.62021  0.30

Atoms 1-2, force components in eV/Å:
C 0.0404 -0.0095 0.0094
C 0.0579 -0.3431 0.1681

Entry 2:
The following is a quantum chemistry calculation of one molecule with the formula C3H4N2O, from the OMol25 dataset.

The calculation puts the HOMO energy at -0.342 Eh. Its structure (SMILES) is [H]/N=C(/C#C)NO. For the total energy, the calculation gives -8197.0207 eV. As for the net charge: 0. For the LUMO energy, the calculation gives 0.00652 hartree. For the relative energy (zero: lowest compared OMol25 entry of this formula, charge and spin), the calculation gives 662.3 kJ/mol. As for the gap between HOMO and LUMO: 9.488 eV.

Each line ends with the Mulliken charge.
Geometry (Å):
C -0.35804 -0.60734 -0.06403  0.44
C 1.16815 -0.61313 -0.24653  -0.10
C 2.32197 -0.12669 0.06478  -0.22
H -0.28537 2.13576 0.52162  0.40
H -1.88520 0.71857 -0.17925  0.24
H -2.14045 -1.45022 0.10332  0.22
H 3.44978 -0.60632 0.07142  0.28
N -0.99583 0.68597 0.14628  -0.25
N -1.07092 -1.73807 -0.11597  -0.64
O -0.20408 1.60147 -0.30164  -0.39

Atoms 1-2, force components in eV/Å:
C -2.0304 -2.6568 -0.4789
C 1.5992 3.0194 2.3967

Entry 3:
The following is a quantum chemistry calculation of an isolated ion of composition C8H12NO2 and charge -1, from the OMol25 dataset.

The calculation puts the HOMO energy (spin up / spin down) at -0.104 / -0.105 Eh. Its structure (SMILES) is CC1=[N+]([O-])C(C)(C)C=C1C[O-]. For the total energy, the calculation gives -14072.0285 eV. As for the net charge: -1. For the LUMO energy (spin up / spin down), the calculation gives 0.12875 / 0.12889 hartree. For the relative energy (zero: lowest compared OMol25 entry of this formula, charge and spin), the calculation gives 356.8 kJ/mol. As for the gap between HOMO and LUMO (spin up / spin down): 6.343 / 6.354 eV.

Each line ends with the Mulliken charge.
Geometry (Å):
C 0.75850 -0.55954 -0.42710  -1.70
C 0.83539 -0.75643 0.89400  0.96
C 1.92953 -1.39749 1.71455  -0.64
C -0.43903 0.22767 -0.84320  1.89
C -0.33998 -0.27136 1.52546  0.17
C -1.28531 -0.44031 -1.96462  -1.68
C -0.02625 1.72306 -1.23135  -1.52
C -0.76272 -0.41207 2.95547  -1.17
N -1.22710 0.26248 0.46530  0.47
O -2.41129 0.77515 0.54154  -0.76
O 2.71311 -0.29183 1.99316  -0.85
H 1.47910 -0.81711 -1.17417  0.35
H 1.45348 -1.78353 2.63783  0.13
H 2.46924 -2.24781 1.13307  0.21
H -2.28431 -0.06306 -1.93981  0.41
H -1.22945 -1.47102 -1.57203  0.37
H -0.75056 -0.36028 -2.90867  0.40
H -0.45229 2.35563 -0.42777  0.37
H -0.36686 2.12971 -2.20240  0.34
H 1.02916 1.89858 -0.95199  0.40
H -0.00741 -1.16817 3.25809  0.29
H -1.74182 -0.73822 2.91527  0.34
H -0.74263 0.50813 3.60743  0.22

Atoms 1-2, force components in eV/Å:
C -0.0831 0.2489 -0.7345
C 0.2868 -1.5131 -0.1676

Entry 4:
The following is a quantum chemistry calculation of C52H37Cl2HgNO4P2S2 as an isolated structure, from the OMol25 dataset.

The calculation puts the HOMO energy (spin up / spin down) at -0.145 / -0.155 Eh. For the total energy, the calculation gives -133674.7656 eV. As for the net charge: -1. For the LUMO energy (spin up / spin down), the calculation gives 0.07364 / 0.04333 hartree. For the relative energy (zero: lowest compared OMol25 entry of this formula, charge and spin), the calculation gives 0.0 kJ/mol. As for the spin multiplicity: 2. As for the gap between HOMO and LUMO (spin up / spin down): 5.938 / 5.406 eV.

Each line ends with the Mulliken charge.
Geometry (Å):
Hg -0.37166 1.96229 -0.14362  1.15
O 1.73227 -3.44001 1.61719  -0.84
S 0.96809 -2.73807 0.54829  1.56
C -0.22854 -3.95320 -0.06939  -0.17
C 0.12068 -5.29948 -0.01719  -0.57
C -0.72964 -6.24684 -0.55454  -0.64
C -1.93855 -5.84500 -1.11654  -0.81
C -2.31005 -4.51353 -1.08999  -0.01
C -1.46046 -3.53946 -0.55853  -0.71
P -1.97991 -1.76980 -0.34278  0.92
C -2.32503 -1.30674 -2.08390  0.24
C -1.73951 -1.94947 -3.17340  -0.48
C -2.02128 -1.53510 -4.46878  -0.58
C -2.87405 -0.46441 -4.69059  -0.60
C -3.41619 0.21835 -3.60924  -0.81
C -3.13485 -0.18943 -2.31505  -0.55
C -3.64558 -2.18791 0.32414  0.39
C -3.67560 -2.51520 1.68015  -0.86
C -4.88048 -2.72442 2.33037  -0.64
C -6.07405 -2.61759 1.63040  -0.48
C -6.05122 -2.32106 0.27680  -0.72
C -4.84454 -2.11256 -0.37733  0.08
C 2.14904 -2.74963 -0.85903  0.54
C 2.59488 -3.91366 -1.47416  -0.47
C 3.69644 -3.88611 -2.30991  -0.90
C 4.38300 -2.70328 -2.51541  -0.81
C 3.92610 -1.53210 -1.94162  -0.59
C 2.80275 -1.52341 -1.11399  -0.29
P 2.01067 0.07316 -0.57809  1.02
C 3.12248 0.61939 0.75668  0.11
C 3.21409 1.98944 1.01861  -0.68
C 4.02637 2.45338 2.04063  -0.79
C 4.71601 1.55107 2.84027  -0.64
C 4.57060 0.18757 2.63032  -0.61
C 3.78321 -0.28261 1.58828  -0.30
C 2.52859 1.10913 -2.00412  0.53
C 3.71906 1.81827 -2.12855  -0.01
C 3.94759 2.59908 -3.25397  -0.82
C 2.99705 2.67713 -4.26145  -0.59
C 1.81440 1.95852 -4.15257  -0.58
C 1.58105 1.18411 -3.02736  -0.85
H 1.04120 -5.57484 0.48180  0.70
H -0.45347 -7.29368 -0.54094  0.40
H -2.60120 -6.58005 -1.55660  0.41
H -3.27555 -4.21666 -1.48069  0.47
H -1.06229 -2.77967 -3.01313  0.34
H -1.57340 -2.05664 -5.30606  0.42
H -3.11449 -0.16174 -5.70215  0.38
H -4.06205 1.07195 -3.77182  0.46
H -3.54880 0.34400 -1.46529  0.61
H -2.74184 -2.56673 2.23024  0.36
H -4.88849 -2.94906 3.38967  0.40
H -7.01786 -2.74856 2.14454  0.38
H -6.98075 -2.22812 -0.27160  0.41
H -4.85012 -1.86634 -1.43018  0.43
H 2.07998 -4.84564 -1.31909  0.52
H 4.01649 -4.79566 -2.80251  0.40
H 5.26255 -2.69102 -3.14722  0.41
H 4.45310 -0.60564 -2.12485  0.43
H 2.64654 2.69290 0.41797  0.53
H 4.11256 3.51834 2.21610  0.56
H 5.36193 1.91361 3.62991  0.39
H 5.06916 -0.51552 3.28596  0.43
H 3.67971 -1.34851 1.42036  0.32
H 4.46125 1.77696 -1.34094  0.52
H 4.86951 3.16207 -3.33702  0.47
H 3.16725 3.31601 -5.11896  0.37
H 1.06233 2.01953 -4.92898  0.45
H 0.65088 0.63289 -2.92754  0.36
Cl -5.34826 3.13208 1.43508  -0.29
C -3.97407 2.79577 2.44190  0.58
C -4.00251 3.20990 3.77009  -0.61
C -2.95910 2.92828 4.61401  0.81
Cl -3.02896 3.50339 6.26410  -0.32
C -1.85872 2.16792 4.17157  -0.24
C -0.78822 1.75758 4.99640  -0.88
C 0.20711 0.97528 4.48022  -1.04
C 0.15870 0.62359 3.12183  -0.43
N -0.81084 1.00735 2.32444  0.86
C -1.83033 1.74848 2.81220  -0.12
C -2.89722 2.08777 1.87063  -0.16
O -2.84074 1.74171 0.65768  -0.68
H -4.86104 3.75857 4.13304  0.44
H -0.78081 2.06894 6.03236  0.40
H 1.02792 0.62993 5.09536  0.48
H 0.93114 0.00188 2.67776  0.35
O 5.03298 7.63085 -0.80430  -0.49
C 4.22789 7.56168 0.29060  0.60
O 4.56376 8.14157 1.28903  -0.60
C 2.97584 6.78448 0.14998  0.74
C 1.97044 6.99108 1.09809  -0.61
C 0.75197 6.35422 0.98831  -0.59
C 0.50062 5.45279 -0.06062  0.01
S -1.07069 4.73469 -0.23280  -0.31
C 1.53666 5.20302 -0.97546  -0.66
C 2.74193 5.86842 -0.88003  -0.50
H 4.62410 7.17428 -1.54664  0.32
H 2.16928 7.67847 1.90987  0.43
H -0.03472 6.53700 1.70800  0.44
H 1.37772 4.47651 -1.76309  0.47
H 3.51240 5.64612 -1.61310  0.13

Atoms 1-2, force components in eV/Å:
Hg -0.6748 0.6628 0.1487
O 0.0437 -0.0445 0.1851

Entry 5:
The following is a quantum chemistry calculation of a 2-piece molecular cluster, C2H8N2O2 overall, from the OMol25 dataset.

The calculation puts the HOMO energy (spin up / spin down) at -0.545 / -0.537 Eh. For the total energy, the calculation gives -9268.3253 eV. As for the net charge: +1. For the LUMO energy (spin up / spin down), the calculation gives -0.17404 / -0.35540 hartree. For the relative energy (zero: lowest compared OMol25 entry of this formula, charge and spin), the calculation gives 220.4 kJ/mol. As for the spin multiplicity: 2. As for the gap between HOMO and LUMO (spin up / spin down): 10.094 / 4.933 eV.

Each line ends with the Mulliken charge.
Geometry (Å):
N -1.08483 -0.21831 -0.08132  -0.63
C -0.84251 -1.61821 -0.43955  -0.32
O -1.27121 -2.47209 0.55197  -0.49
H -0.82467 0.37717 -0.86570  0.31
H -2.05036 0.00932 0.08046  0.23
H 0.18719 -1.84108 -0.75604  0.31
H -1.39460 -1.82703 -1.36726  0.34
H -0.71133 -2.41647 1.34125  0.31
C 1.17823 2.34052 0.35084  0.14
N 1.46535 0.95525 0.20701  -0.03
O 1.32428 3.09312 -0.55115  -0.26
H 0.95080 2.61410 1.39258  0.35
H 2.36847 0.74221 -0.22224  0.33
H 0.70515 0.26148 0.35915  0.40

Atoms 1-2, force components in eV/Å:
N 1.9413 0.8270 -0.4182
C -0.6254 -0.5179 -1.0815

Entry 6:
The following is a quantum chemistry calculation of one molecule with the formula C8H18IN3S, from the OMol25 dataset.

The calculation puts the HOMO energy at -0.304 Eh. Its structure (SMILES) is CNN(I)C1(C)CCN(SC)CC1. For the total energy, the calculation gives -31990.2484 eV. As for the net charge: 0. For the LUMO energy, the calculation gives -0.00957 hartree. For the relative energy (zero: lowest compared OMol25 entry of this formula, charge and spin), the calculation gives 0.0 kJ/mol. As for the gap between HOMO and LUMO: 8.005 eV.

Each line ends with the Mulliken charge.
Geometry (Å):
C 0.33888 -0.83593 -0.00882  -0.79
C -0.52526 1.53479 -0.21379  -1.55
C 1.70794 -0.39041 -0.48244  -1.14
C 0.92965 1.93018 -0.62334  -0.80
C -0.80613 0.02471 -0.53773  1.70
C -0.98979 -0.20396 -2.02661  -1.88
C -3.39632 -2.23652 1.02138  -0.80
C 3.64768 1.82142 1.76377  -0.79
N 1.83561 0.95891 -0.05545  -0.04
N -2.25769 -1.78166 0.22025  -0.09
N -1.94546 -0.41539 0.35189  -0.73
S 3.40372 1.50135 -0.05945  -0.14
I -3.73505 0.99990 0.11807  -0.03
H 0.35692 -1.92845 -0.23609  0.39
H 0.18261 -0.93160 1.12694  0.44
H -0.67489 1.52498 0.79722  0.58
H -1.35736 2.04206 -0.58480  0.58
H 2.45482 -0.88895 -0.04518  0.66
H 1.94288 -0.37293 -1.49779  0.42
H 0.93464 1.88594 -1.70386  0.32
H 1.26002 2.95901 -0.32084  0.49
H -1.90244 0.24160 -2.30313  0.41
H -0.88310 -1.33447 -2.35484  0.34
H -0.31226 0.44184 -2.47818  0.55
H -3.05317 -2.44961 2.12154  0.22
H -4.16177 -1.55654 1.09882  0.30
H -3.74317 -3.23304 0.57906  0.30
H 4.72351 1.82194 1.97070  0.38
H 3.37783 0.83689 2.23592  0.22
H 2.97457 2.61414 1.94541  0.24
H -2.19245 -1.96874 -0.75569  0.25

Atoms 1-2, force components in eV/Å:
C 0.4576 -2.2330 1.1535
C 1.6008 -2.2536 -1.3442